ORCA calculation (ωB97M-V/def2-TZVPD) on a single C2H4N2O2 molecule in a non-equilibrium geometry.

The calculation puts the total energy at -9209.407 eV. As for the frontier orbital gap: 10.690 eV. Its SMILES is C1=NOCON1. The lowest unoccupied orbital energy is 0.9 eV.

Positions of all 10 atoms, in Å:
C 1.0259 0.8366 -0.0988
N 1.4978 -0.2921 -0.3549
O 0.5951 -1.3052 -0.3725
C -0.6513 -1.0471 0.0953
O -1.2971 0.1006 -0.5318
N -0.4180 1.1937 -0.3018
H 1.6862 1.6425 0.0173
H -0.4570 -0.7346 1.1827
H -1.2238 -1.8506 -0.1968
H -0.7579 1.4563 0.5614

---

ORCA calculation (ωB97M-V/def2-TZVPD) on 2 unconnected molecules or ions with the total composition C2H4N2O2 in a non-equilibrium geometry.

The calculation puts the total energy at -9206.460 eV. As for the frontier orbital gap: 9.168 eV. The lowest unoccupied orbital energy is -0.8 eV.

Positions of all 10 atoms, in Å:
C 0.2024 0.9903 0.5801
C -0.2131 0.1038 -0.4879
N -1.1521 0.4963 0.3892
N 0.4599 -1.2364 -0.4315
O 1.6217 -1.1918 -0.7715
O -0.0811 -2.1986 0.0871
H 0.7560 0.4311 1.4069
H 0.5841 2.0355 0.4839
H -0.5028 0.8037 -2.1155
H -1.6751 -0.2338 0.8592

---

ORCA calculation (ωB97M-V/def2-TZVPD) on a single C2H4N2O2 molecule in a non-equilibrium geometry.

The calculation puts the total energy at -9208.293 eV. As for the frontier orbital gap: 9.993 eV. Its SMILES is [O-][N+]1=CCNO1. The lowest unoccupied orbital energy is 0.7 eV.

Positions of all 10 atoms, in Å:
O -2.4332 -0.7282 -0.0528
N -1.3028 -0.3458 -0.0281
C -0.1517 -0.9297 0.0175
C 0.9616 0.0239 -0.3463
N 0.3708 1.3126 0.0388
O -0.9767 1.1833 -0.0471
H -0.2327 -1.9147 0.3946
H 1.8367 -0.0713 0.3048
H 1.2600 0.1115 -1.3178
H 0.6680 1.3583 1.0364

---

ORCA calculation (ωB97M-V/def2-TZVPD) on a single C2H4N2O2 molecule in a non-equilibrium geometry.

The calculation puts the total energy at -9208.110 eV. As for the frontier orbital gap: 9.775 eV. Its SMILES is [O-][N+]1=CCNO1. The lowest unoccupied orbital energy is 0.7 eV.

Positions of all 10 atoms, in Å:
O 3.2045 0.5766 0.1141
N 2.0585 0.2199 -0.0402
C 0.9056 0.7820 -0.1169
C -0.2729 -0.1782 -0.3047
N 0.3483 -1.4260 0.1284
O 1.7072 -1.3661 -0.1308
H 0.8461 1.6990 0.3196
H -1.1175 0.0414 0.3625
H -0.4277 -0.2872 -1.4790
H 0.1785 -1.7300 1.0328

---

ORCA calculation (ωB97M-V/def2-TZVPD) on a single C2H4N2O2 molecule in a non-equilibrium geometry.

The calculation puts the total energy at -9211.940 eV. As for the frontier orbital gap: 10.468 eV. Its SMILES is O=CN/C=N\O. The lowest unoccupied orbital energy is 0.9 eV.

Positions of all 10 atoms, in Å:
O 2.8235 -0.5915 -0.1507
C 1.8392 0.1134 -0.1024
N 0.4884 -0.3160 0.2435
C -0.4835 0.6951 -0.0391
N -1.7424 0.4346 -0.1013
O -2.0075 -0.9439 -0.1268
H 1.8970 1.2403 -0.2131
H 0.2756 -1.3477 0.4417
H -0.1717 1.7506 0.1982
H -2.9187 -1.0349 -0.1500

---

ORCA calculation (ωB97M-V/def2-TZVPD) on a single C2H4N2O2 molecule in a non-equilibrium geometry.

The calculation puts the total energy at -9209.047 eV. As for the frontier orbital gap (spin up / spin down): 8.073 / 8.059 eV. Its SMILES is [H]/N=C(\N=O)OC. The lowest unoccupied orbital energy (spin up / spin down) is -2.1 / -2.1 eV.

Positions of all 10 atoms, in Å:
H 2.8551 -0.0812 -0.8242
N 2.0078 -0.5387 -0.4885
C 1.0285 0.1994 -0.2234
N 1.0427 1.4203 0.4113
O -0.0925 1.8809 0.6325
O -0.3969 -0.1025 -0.7223
C -1.4055 -0.5837 0.1436
H -1.0394 -0.7953 1.1549
H -2.2316 0.1325 0.1901
H -1.7683 -1.5316 -0.2740

---

ORCA calculation (ωB97M-V/def2-TZVPD) on a single C2H4N2O2S molecule in a non-equilibrium geometry.

The calculation puts the total energy at -20045.725 eV. As for the frontier orbital gap: 9.446 eV. Its SMILES is O/N=C1\NOCS1. The lowest unoccupied orbital energy is 0.7 eV.

Positions of all 11 atoms, in Å:
O 1.4781 1.8181 -1.0446
N 0.8573 1.7252 0.2158
C 0.2235 0.6279 0.2766
N 0.2315 -0.3791 -0.7142
O -0.9433 -1.1611 -0.5715
C -1.0029 -1.4605 0.7917
S -0.7579 0.1391 1.6536
H 1.9045 2.7071 -1.0149
H 0.2125 -0.0021 -1.6657
H -1.9918 -1.8641 0.9972
H -0.2115 -2.1505 1.0760

---

ORCA calculation (ωB97M-V/def2-TZVPD) on a single C2H4N2O2S molecule in a non-equilibrium geometry.

The calculation puts the total energy at -20046.752 eV. As for the frontier orbital gap: 9.759 eV. The lowest unoccupied orbital energy is -0.2 eV.

Positions of all 11 atoms, in Å:
C -0.8149 0.6742 -0.5013
C -0.3570 -1.1925 0.9723
N -0.1040 -0.1836 0.2903
N -1.6476 1.5810 -0.1702
O 2.0066 0.0686 -1.5270
O 2.4431 -0.5536 0.9054
S 1.9700 0.4061 -0.0920
H -0.4172 0.5132 -1.5580
H -1.3079 -1.6985 1.0608
H 0.3094 -1.8812 1.4286
H -2.0805 2.2662 -0.8090

---

ORCA calculation (ωB97M-V/def2-TZVPD) on a molecular structure, C2H4N2O3 in a non-equilibrium geometry.

The calculation puts the total energy at -11257.362 eV. As for the frontier orbital gap: 9.653 eV. The lowest unoccupied orbital energy is 0.4 eV.

Positions of all 11 atoms, in Å:
C -1.3440 -0.0120 0.0924
C 0.8042 -0.9127 -0.1457
H -2.8527 1.3088 0.4008
H -1.1536 1.9662 0.0441
H 0.2386 -1.8912 -0.1028
H 3.3365 0.7726 0.4987
N -1.8845 1.1855 -0.2066
N 2.0837 -0.5630 0.0081
O -2.0517 -1.0646 -0.0311
O 0.0389 0.1544 0.2721
O 2.2972 0.7896 -0.1325

---

ORCA calculation (ωB97M-V/def2-TZVPD) on a molecular structure, C2H4N2O3 in a non-equilibrium geometry.

The calculation puts the total energy at -11258.605 eV. As for the frontier orbital gap: 9.436 eV. The lowest unoccupied orbital energy is 0.0 eV.

Positions of all 11 atoms, in Å:
N 0.6261 -0.3037 1.0213
C -1.2563 -0.0326 0.5109
N -1.1530 0.4948 -0.6670
C 1.0416 -0.9420 -0.0791
O 1.1083 1.0155 1.0780
O -2.0055 -0.4699 1.2927
O 1.3471 -0.3199 -1.1317
H 1.6406 1.1387 0.2653
H -0.1665 0.4305 -1.1519
H -1.9464 0.9887 -1.0514
H 0.7642 -2.0000 -0.0872

---

ORCA calculation (ωB97M-V/def2-TZVPD) on a single C2H4N2O3 molecule in a non-equilibrium geometry.

The calculation puts the total energy at -11256.489 eV. As for the frontier orbital gap (spin up / spin down): 8.215 / 8.217 eV. The lowest unoccupied orbital energy (spin up / spin down) is 0.3 / 0.3 eV.

Positions of all 11 atoms, in Å:
C 0.3401 -1.3931 0.6010
C -0.1820 -0.0938 0.0169
N -0.8867 -0.1675 -1.1573
O 1.1580 1.5107 -0.8707
O -1.0371 -0.3555 1.4557
N 0.8715 0.6850 0.2620
O 0.9851 -2.2057 1.1050
H 2.0547 1.8125 -0.6872
H -0.7049 0.2875 2.1075
H -0.9000 0.6838 -1.6998
H -1.6988 -0.7641 -1.1331

---

ORCA calculation (ωB97M-V/def2-TZVPD) on a single C2H4N2OS molecule in a non-equilibrium geometry.

The calculation puts the total energy at -17999.227 eV. As for the frontier orbital gap: 8.138 eV. Its SMILES is NC(=S)NC=O. The lowest unoccupied orbital energy is -0.3 eV.

Positions of all 10 atoms, in Å:
N 0.7404 -0.9457 1.3746
C 0.2952 0.1829 0.6959
S -0.4935 1.1868 1.7647
N 0.2558 0.1109 -0.6842
C -0.7441 0.6663 -1.5208
O -1.7911 1.2127 -1.4240
H 0.6128 -0.7634 2.5026
H 0.2388 -1.9351 1.0561
H 1.4182 0.0301 -1.1592
H -0.5324 0.2544 -2.6055

---

ORCA calculation (ωB97M-V/def2-TZVPD) on a single C2H4N2OS molecule in a non-equilibrium geometry.

The calculation puts the total energy at -18000.594 eV. As for the frontier orbital gap: 9.389 eV. Its SMILES is N/N=C\C(=O)S. The lowest unoccupied orbital energy is 0.1 eV.

Positions of all 10 atoms, in Å:
N 1.8443 0.5229 0.0283
N 1.2841 -0.6740 -0.0204
C -0.0002 -0.7618 -0.0568
C -0.9241 0.3764 -0.0226
O -0.5326 1.5430 -0.0782
S -2.6608 0.1053 0.0289
H 1.2321 1.3617 0.1226
H 2.8424 0.5219 0.1367
H -0.4393 -1.7443 -0.0284
H -2.6457 -1.2511 -0.1102

---

ORCA calculation (ωB97M-V/def2-TZVPD) on a single C2H4N2OS molecule in a non-equilibrium geometry.

The calculation puts the total energy at -17998.128 eV. As for the frontier orbital gap (spin up / spin down): 8.212 / 8.212 eV. The lowest unoccupied orbital energy (spin up / spin down) is -0.4 / -0.4 eV.

Positions of all 10 atoms, in Å:
C 0.7394 1.0024 -3.2349
C -0.1201 -0.6250 0.1101
N 0.9510 1.2776 -4.3673
N 0.7741 0.8046 -1.9744
O -0.5505 2.0063 -0.0291
S -0.7991 0.6551 -0.9974
H 0.9744 -0.7720 -0.2106
H -0.7696 -1.5629 0.2598
H -0.1349 -0.2527 1.2244
H -0.6631 2.8633 -0.4948

---

ORCA calculation (ωB97M-V/def2-TZVPD) on a molecular structure, C2H4N2OS2 in a non-equilibrium geometry.

The calculation puts the total energy at -28832.285 eV. As for the frontier orbital gap: 7.147 eV. The lowest unoccupied orbital energy is -1.0 eV.

Positions of all 11 atoms, in Å:
C -0.0108 -0.9356 0.1781
C 0.4296 0.5862 -0.1442
H 2.0353 -0.8000 1.1437
H 1.5117 -2.4319 1.0286
H -0.0837 2.4267 -0.8768
H -2.9529 1.0315 -0.0449
N 0.8288 -1.2805 1.2407
N -0.4728 1.5259 -0.5349
O 1.6173 0.8124 0.2342
S -0.8260 -1.8206 -1.0296
S -2.0765 0.8857 -1.1949

---

ORCA calculation (ωB97M-V/def2-TZVPD) on a single C2H4N2OS2 molecule in a non-equilibrium geometry.

The calculation puts the total energy at -28833.673 eV. As for the frontier orbital gap: 8.764 eV. Its SMILES is [H]/N=C(/NS)OC=S. The lowest unoccupied orbital energy is -0.4 eV.

Positions of all 11 atoms, in Å:
H 0.3914 2.5239 0.2485
N 0.8816 1.6259 0.1203
C 0.4471 0.4837 -0.1199
N 1.2423 -0.6334 -0.5268
S 3.0056 -0.4263 0.0979
O -0.7094 -0.1560 0.0777
C -1.8337 0.3706 -0.3829
S -3.1855 -0.4057 0.2041
H 0.8332 -1.4685 -0.2880
H 2.6936 0.0355 1.5374
H -1.9127 1.3947 -1.0903

---

ORCA calculation (ωB97M-V/def2-TZVPD) on 2 unconnected molecules or ions with the total composition C2H4N2S in a non-equilibrium geometry.

The calculation puts the total energy at -15951.140 eV. As for the frontier orbital gap (spin up / spin down): 8.932 / 8.931 eV. The lowest unoccupied orbital energy (spin up / spin down) is 0.5 / 0.5 eV.

Positions of all 9 atoms, in Å:
C 0.3679 -1.4833 -0.9385
C -0.8179 0.6633 0.2053
N 0.8125 -0.7338 -0.0748
N -0.4452 1.5844 1.0313
S -2.0245 0.1098 -0.6867
H 0.9912 -2.2582 -1.3400
H -0.7513 -1.2972 -1.3013
H 0.5503 1.9529 1.1545
H -1.0790 2.3838 1.0891

---

ORCA calculation (ωB97M-V/def2-TZVPD) on a molecular structure, C2H4N2S in a non-equilibrium geometry.

The calculation puts the total energy at -15948.803 eV. As for the frontier orbital gap: 8.724 eV. The lowest unoccupied orbital energy is 0.1 eV.

Positions of all 9 atoms, in Å:
C 1.5267 0.3111 -0.0022
C -1.4698 0.2726 0.0015
H 2.8334 -0.0796 -0.3955
H 1.5442 1.6198 0.2811
H -0.6893 -1.7998 0.4084
H -1.1356 1.4398 -0.0896
N 0.8729 -0.8059 -0.2784
N -0.5526 -0.7903 0.1897
S -2.9298 -0.1678 -0.1148

---

ORCA calculation (ωB97M-V/def2-TZVPD) on a single C2H4N2S molecule in a non-equilibrium geometry.

The calculation puts the total energy at -15952.902 eV. As for the frontier orbital gap: 10.459 eV. Its SMILES is N#C[C@@H](N)S. The lowest unoccupied orbital energy is 0.5 eV.

Positions of all 9 atoms, in Å:
N 1.9269 -0.7022 -1.7378
C 1.2437 -0.5473 -0.8324
C 0.1820 -0.4867 0.2932
N 0.2486 0.8669 0.8857
S -1.5501 -0.8671 -0.4935
H 0.4661 -1.1646 1.0697
H 0.2884 1.5108 0.1919
H -0.6852 1.0014 1.3666
H -2.1204 0.3889 -0.7434

---

ORCA calculation (ωB97M-V/def2-TZVPD) on 2 unconnected molecules or ions with the total composition C2H4N2S2 in a non-equilibrium geometry.

The calculation puts the total energy at -26785.782 eV. As for the frontier orbital gap (spin up / spin down): 7.601 / 7.604 eV. The lowest unoccupied orbital energy (spin up / spin down) is -0.1 / -0.1 eV.

Positions of all 10 atoms, in Å:
C 0.5040 -1.3194 -1.0655
C -0.1068 -0.0362 1.0070
N -0.5893 -0.7609 -1.1534
N -0.9686 -0.0743 0.0260
S -2.4389 0.4513 0.1022
S 1.2427 -1.0811 0.6089
H 0.9645 -1.9079 -1.7478
H 0.7333 2.4921 0.0086
H 0.9053 1.8046 0.2608
H -0.2462 0.4317 1.9532